No. 1
{"formula": "C6H8N", "method": "wB97M-V/def2-TZVPD", "total_charge": 1, "e_above_lowest_kcal_mol": 188.5, "symbols": ["C", "C", "C", "C", "C", "C", "N", "H", "H", "H", "H", "H", "H", "H", "H"], "xyz": [[0.548, 2.303, -0.199], [1.765, 1.545, -0.314], [-0.664, -0.963, -0.591], [-1.147, 0.277, 0.349], [0.513, -1.561, -0.027], [-0.095, 1.185, 0.364], [1.190, 1.112, 0.829], [0.446, 3.332, 0.070], [-1.461, -1.604, -0.536], [-0.558, -0.720, -1.595], [-2.022, 0.659, -0.001], [-1.246, -0.178, 1.255], [1.393, -0.918, -0.053], [0.446, -2.110, 0.967], [0.892, -2.358, -0.520]], "mulliken_charge": [0.02, -0.22, -0.45, -0.68, -1.06, 0.76, -0.14, 0.30, 0.35, 0.36, 0.37, 0.37, 0.25, 0.34, 0.42]}

***

No. 2
{"formula": "C48H52InN7O4P2Te", "method": "wB97M-V/def2-TZVPD", "total_charge": 2, "symbols": ["In", "O", "N", "O", "C", "C", "C", "C", "C", "C", "N", "C", "C", "N", "C", "C", "C", "C", "H", "H", "H", "H", "H", "H", "H", "C", "P", "C", "N", "C", "C", "C", "C", "C", "C", "N", "C", "P", "C", "C", "C", "C", "C", "C", "C", "C", "C", "H", "H", "H", "H", "H", "H", "H", "H", "H", "H", "H", "H", "H", "H", "H", "H", "H", "H", "H", "H", "H", "H", "H", "H", "H", "H", "H", "H", "O", "C", "C", "C", "C", "N", "C", "C", "C", "C", "C", "C", "O", "C", "C", "N", "H", "H", "H", "H", "H", "H", "H", "H", "H", "H", "H", "H", "Te", "C", "C", "C", "C", "C", "C", "H", "H", "H", "H", "H"], "xyz": [[-0.330, 0.200, 0.344], [2.414, -4.747, 6.036], [2.833, -4.059, 5.142], [3.978, -3.989, 4.769], [1.839, -3.230, 4.461], [0.758, -2.856, 5.194], [-0.304, -2.114, 4.617], [-1.457, -1.766, 5.339], [-2.472, -1.111, 4.684], [-2.315, -0.817, 3.326], [-1.232, -1.104, 2.631], [-0.226, -1.732, 3.258], [0.959, -2.052, 2.507], [1.059, -1.600, 1.251], [2.080, -1.963, 0.508], [3.078, -2.825, 0.954], [3.043, -3.260, 2.258], [1.981, -2.852, 3.086], [0.686, -3.165, 6.227], [-1.530, -2.016, 6.387], [-3.378, -0.834, 5.201], [-3.103, -0.307, 2.786], [2.090, -1.542, -0.488], [3.873, -3.124, 0.289], [3.834, -3.882, 2.649], [1.469, -1.222, -3.131], [0.358, 0.120, -2.534], [1.443, 1.555, -2.919], [1.333, 2.037, -4.129], [2.097, 3.079, -4.500], [2.073, 3.565, -5.821], [2.844, 4.646, -6.148], [3.648, 5.287, -5.187], [3.695, 4.840, -3.897], [2.934, 3.713, -3.533], [3.009, 3.214, -2.290], [2.336, 2.136, -1.984], [2.634, 1.477, -0.300], [2.741, 3.106, 0.552], [4.488, 1.016, -0.409], [4.828, 0.395, 0.947], [5.390, 2.214, -0.683], [4.692, -0.019, -1.518], [-0.996, 0.135, -3.864], [-1.810, 1.407, -3.640], [-1.872, -1.094, -3.624], [-0.485, 0.077, -5.304], [1.693, -1.026, -4.178], [0.982, -2.190, -3.029], [2.405, -1.224, -2.578], [1.459, 3.068, -6.554], [2.838, 5.026, -7.157], [4.245, 6.136, -5.482], [4.310, 5.307, -3.145], [3.452, 3.743, 0.031], [3.041, 2.970, 1.591], [1.765, 3.587, 0.528], [4.681, 1.107, 1.757], [5.870, 0.084, 0.956], [4.206, -0.480, 1.136], [5.469, 2.856, 0.189], [5.030, 2.798, -1.528], [6.390, 1.859, -0.922], [4.144, -0.938, -1.313], [5.748, -0.280, -1.577], [4.391, 0.373, -2.491], [-2.192, 1.452, -2.617], [-2.661, 1.428, -4.316], [-1.203, 2.289, -3.830], [-2.317, -1.074, -2.632], [-1.304, -2.016, -3.739], [-2.679, -1.107, -4.352], [0.147, 0.926, -5.538], [-1.345, 0.094, -5.971], [0.060, -0.841, -5.498], [-6.913, 0.572, -2.497], [-6.464, 1.694, -1.784], [-5.175, 1.368, -1.091], [-4.367, 2.362, -0.540], [-3.142, 2.006, -0.007], [-2.707, 0.752, 0.031], [-3.497, -0.220, -0.425], [-4.730, 0.054, -1.007], [-2.970, -1.593, -0.385], [-3.817, -2.689, -0.509], [-3.290, -3.970, -0.604], [-4.208, -5.153, -0.772], [-5.550, -4.845, -0.538], [-1.903, -4.098, -0.591], [-1.136, -2.961, -0.427], [-1.644, -1.743, -0.308], [-7.749, 0.782, -2.928], [-7.202, 2.003, -1.024], [-6.306, 2.553, -2.455], [-4.671, 3.396, -0.549], [-2.473, 2.761, 0.396], [-5.343, -0.720, -1.433], [-4.890, -2.579, -0.542], [-3.854, -5.988, -0.151], [-4.152, -5.484, -1.816], [-5.721, -4.828, 0.410], [-1.432, -5.063, -0.703], [-0.056, -3.032, -0.413], [-0.046, 1.798, 2.604], [-0.291, 3.890, 2.229], [-0.531, 4.475, 0.998], [-0.709, 5.848, 0.913], [-0.640, 6.637, 2.048], [-0.388, 6.049, 3.276], [-0.219, 4.680, 3.369], [-0.570, 3.869, 0.097], [-0.895, 6.303, -0.047], [-0.772, 7.706, 1.976], [-0.321, 6.656, 4.166], [-0.030, 4.221, 4.330]], "mulliken_charge": [2.06, -0.56, 0.96, -0.59, 0.00, -0.64, 0.84, -0.90, -1.23, -0.26, 0.52, -0.80, 0.10, 1.08, -0.13, -1.59, -0.62, 0.31, 0.58, 0.50, 0.50, 0.49, 0.29, 0.49, 0.59, -1.55, 1.60, -0.76, 0.05, 0.17, -0.45, -0.60, -0.66, -0.52, 0.08, 0.06, -0.75, 1.23, -1.77, 1.61, -1.73, -1.72, -1.47, 2.13, -1.86, -2.24, -1.82, 0.54, 0.49, 0.09, 0.50, 0.44, 0.42, 0.51, 0.60, 0.38, 0.18, 0.36, 0.50, 0.25, 0.37, 0.24, 0.53, 0.04, 0.59, 0.27, 0.28, 0.53, 0.30, 0.53, 0.34, 0.59, 0.17, 0.58, 0.45, -0.51, -0.61, -0.21, -0.93, -1.04, 0.69, 0.36, -0.41, 0.16, -0.85, 0.21, -0.87, -0.53, -1.68, -0.51, 1.24, 0.33, 0.33, 0.36, 0.56, 0.13, 0.70, 0.85, 0.45, 0.31, 0.32, 0.56, 0.35, 0.22, 0.54, -0.10, -0.81, -0.62, -0.62, -0.81, 0.65, 0.45, 0.42, 0.43, 0.37]}

***

No. 3
{"formula": "C18H37BrNO32PS7Si2", "method": "wB97M-V/def2-TZVPD", "symbols": ["C", "Si", "O", "Si", "C", "C", "O", "N", "C", "O", "P", "O", "Br", "H", "H", "H", "H", "H", "H", "H", "H", "H", "C", "C", "O", "S", "O", "O", "O", "H", "H", "H", "H", "C", "C", "O", "S", "O", "O", "O", "H", "H", "H", "H", "C", "C", "O", "S", "O", "O", "O", "H", "H", "H", "H", "C", "C", "O", "S", "O", "O", "O", "H", "H", "H", "H", "C", "C", "O", "S", "O", "O", "O", "H", "H", "H", "H", "C", "C", "O", "S", "O", "O", "O", "H", "H", "H", "H", "C", "C", "O", "S", "O", "O", "O", "H", "H", "H", "H"], "xyz": [[6.475, 2.500, 1.998], [5.035, 2.811, 0.858], [3.613, 2.305, 1.615], [2.234, 2.803, 0.830], [1.919, 4.654, 0.903], [2.612, 5.406, 2.021], [3.065, 6.512, 1.813], [0.820, 1.953, 1.467], [0.836, 0.765, 1.184], [0.979, -0.372, 1.054], [5.194, 1.910, -1.199], [4.682, 3.122, -2.199], [7.357, 1.550, -1.670], [6.558, 3.390, 2.635], [7.444, 2.386, 1.503], [6.286, 1.672, 2.690], [4.899, 4.285, 0.696], [2.300, 2.434, -0.599], [0.837, 4.797, 1.049], [2.158, 5.083, -0.074], [2.763, 4.971, 3.029], [4.785, 3.987, -1.773], [-1.697, -0.573, 4.347], [-1.304, 0.883, 4.462], [-2.534, 1.565, 4.734], [-3.494, 0.615, 5.597], [-3.374, 0.959, 6.965], [-4.749, 0.546, 4.938], [-2.707, -0.760, 5.349], [-2.139, -0.789, 3.372], [-0.861, -1.246, 4.520], [-0.848, 1.267, 3.553], [-0.630, 1.049, 5.305], [-5.861, 1.987, 0.982], [-4.866, 1.145, 1.748], [-3.848, 0.818, 0.790], [-3.692, 2.030, -0.243], [-2.600, 2.845, 0.163], [-3.791, 1.528, -1.566], [-5.051, 2.799, 0.118], [-6.515, 1.371, 0.364], [-6.464, 2.612, 1.636], [-5.310, 0.240, 2.156], [-4.402, 1.715, 2.554], [10.972, 3.938, 3.237], [11.319, 5.074, 2.300], [10.837, 4.641, 1.021], [9.524, 3.745, 1.218], [8.383, 4.564, 1.020], [9.710, 2.526, 0.522], [9.689, 3.478, 2.791], [11.682, 3.114, 3.144], [10.920, 4.255, 4.275], [12.386, 5.270, 2.258], [10.791, 5.991, 2.570], [9.176, -0.128, -4.367], [8.609, -1.288, -3.583], [8.382, -2.313, -4.560], [9.493, -2.203, -5.712], [10.530, -3.132, -5.440], [8.835, -2.158, -6.965], [10.030, -0.735, -5.345], [8.389, 0.420, -4.889], [9.741, 0.559, -3.742], [7.685, -1.036, -3.073], [9.333, -1.667, -2.857], [-5.961, -3.958, 0.229], [-5.236, -3.991, -1.097], [-5.506, -2.709, -1.685], [-5.632, -1.605, -0.523], [-4.395, -0.928, -0.398], [-6.858, -0.908, -0.704], [-5.784, -2.613, 0.710], [-7.027, -4.139, 0.102], [-5.555, -4.671, 0.938], [-5.584, -4.790, -1.745], [-4.156, -4.081, -0.961], [-5.609, -0.099, -5.641], [-6.137, -1.168, -4.712], [-6.568, -2.223, -5.584], [-5.626, -2.260, -6.881], [-4.629, -3.252, -6.694], [-6.451, -2.233, -8.032], [-4.945, -0.823, -6.686], [-6.422, 0.478, -6.088], [-4.917, 0.576, -5.146], [-6.963, -0.818, -4.098], [-5.348, -1.560, -4.068], [-9.678, -7.735, 1.479], [-9.446, -6.599, 0.507], [-8.521, -5.736, 1.183], [-7.542, -6.615, 2.105], [-6.332, -6.840, 1.397], [-7.563, -6.077, 3.413], [-8.397, -7.968, 2.078], [-10.377, -7.449, 2.267], [-10.035, -8.635, 0.988], [-10.359, -6.063, 0.263], [-8.974, -6.952, -0.413]], "mulliken_charge": [-0.69, 0.41, -0.31, 0.15, -0.49, -0.10, -0.49, -0.15, 0.64, -0.45, 0.24, -0.43, -0.16, 0.31, -0.09, 0.45, -0.11, -0.12, 0.44, 0.32, 0.38, 0.34, -0.18, -0.09, -0.30, 1.09, -0.56, -0.49, -0.33, 0.16, 0.35, 0.05, 0.33, -0.15, -0.42, -0.27, 1.09, -0.56, -0.54, -0.38, 0.16, 0.34, 0.42, 0.23, -0.32, -0.38, -0.32, 1.00, -0.49, -0.50, -0.24, 0.29, 0.31, 0.32, 0.28, -0.36, -0.29, -0.33, 1.10, -0.54, -0.53, -0.33, 0.30, 0.33, 0.31, 0.29, -0.25, -0.45, -0.29, 1.29, -0.44, -0.68, -0.38, 0.20, 0.39, 0.34, 0.29, -0.31, -0.07, -0.31, 1.11, -0.55, -0.53, -0.33, 0.30, 0.28, 0.32, 0.11, -0.38, -0.34, -0.24, 1.15, -0.54, -0.55, -0.30, 0.30, 0.31, 0.32, 0.29]}

***

No. 4
{"formula": "C5H14N", "method": "wB97M-V/def2-TZVPD", "total_charge": 1, "e_above_lowest_kcal_mol": 104.6, "symbols": ["C", "C", "C", "C", "C", "N", "H", "H", "H", "H", "H", "H", "H", "H", "H", "H", "H", "H", "H", "H"], "xyz": [[0.232, -3.004, -0.231], [-0.053, 0.167, 0.984], [0.407, 1.341, 0.189], [0.507, 1.136, -1.335], [-0.346, 2.612, 0.641], [-0.681, -1.864, -0.274], [0.706, -3.169, 0.739], [-0.378, -3.875, -0.480], [-1.014, 0.266, 1.479], [-0.330, -1.065, 0.286], [1.423, 1.476, 0.569], [0.737, 2.017, -1.910], [-0.395, 0.661, -1.721], [1.293, 0.389, -1.487], [-0.945, 2.436, 1.539], [0.413, 3.322, 0.980], [-0.917, 3.132, -0.116], [0.711, -0.184, 1.680], [-1.555, -2.157, 0.163], [0.990, -2.877, -0.989]], "mulliken_charge": [-0.75, -0.72, 0.90, -1.46, -1.24, -0.45, 0.32, 0.37, 0.41, 0.23, 0.18, 0.42, 0.38, 0.37, 0.35, 0.34, 0.34, 0.39, 0.33, 0.29]}

***

The evaluated E_LUMO for the records listed, in turn: -0.22333 -0.20589 -0.00217 -0.26985 Eh.
The evaluated gap between HOMO and LUMO for the records listed, in turn: 9.64 6.43 8.81 7.57 eV.